[1]
C23H36GeN3O4RuSSe as an isolated structure. Source: OMol25; level of theory: ωB97M-V/def2-TZVPD.

As for the relative energy (zero: lowest compared OMol25 entry of this formula, charge and spin): 15.43 kcal per mole. The value obtained for the max |F| is 0.4 eV/Å. As for the HOMO-LUMO gap (alpha / beta): 6.29 / 6.28 eV. The calculation puts the LUMO energy (alpha / beta) at -0.153 / -0.154 Ha.

Geometry as ORCA input:
```
! wB97M-V def2-TZVPD RIJCOSX def2/J DEFGRID3
* xyz 1 1
Ru -0.073 -1.018 -0.999
N -2.150 1.376 -3.510
C -1.465 0.370 -3.011
O -1.309 0.326 -1.752
C -0.852 -0.731 -3.807
C 0.376 -1.215 -3.010
H -2.483 2.089 -2.865
H -2.298 1.476 -4.499
H -0.628 -0.408 -4.827
H -1.609 -1.518 -3.882
H 1.184 -0.503 -3.203
H 0.699 -2.191 -3.364
C -1.337 -2.616 -0.914
C -0.056 -3.278 -0.708
C 0.624 -3.043 0.498
C 1.882 -3.627 0.736
C 2.454 -4.425 -0.217
C 1.787 -4.666 -1.441
C 0.572 -4.101 -1.687
H -2.024 -2.557 -0.077
H -1.810 -2.847 -1.866
H 0.124 -2.521 1.302
H 2.377 -3.456 1.682
H 3.417 -4.884 -0.032
H 2.242 -5.315 -2.178
H 0.046 -4.309 -2.610
O 7.425 -3.360 -2.558
C 6.893 -3.383 -1.319
O 7.373 -4.060 -0.458
C 5.662 -2.555 -1.097
C 4.719 -2.342 -2.096
C 3.556 -1.639 -1.822
C 3.332 -1.141 -0.545
S 1.862 -0.273 -0.107
C 4.290 -1.335 0.452
C 5.443 -2.047 0.181
H 7.019 -2.668 -3.093
H 4.864 -2.756 -3.087
H 2.815 -1.503 -2.597
H 4.112 -0.941 1.444
H 6.178 -2.233 0.952
N -2.028 -0.216 2.988
C -0.981 -0.096 2.137
N 0.165 0.403 2.634
O -1.114 -0.447 0.952
H -2.010 0.148 3.924
H -2.908 -0.505 2.601
H 0.259 0.655 3.601
H 0.983 0.405 2.043
C -1.154 5.088 2.629
Ge -3.067 4.772 2.387
C -4.113 6.338 2.899
C -3.592 3.233 3.476
C -3.359 4.379 0.479
Se -2.435 2.764 -0.124
C -3.856 1.490 0.238
H -0.904 5.104 3.690
H -0.857 6.044 2.197
H -0.577 4.297 2.149
H -3.908 6.604 3.936
H -5.181 6.143 2.801
H -3.863 7.195 2.273
H -3.357 3.436 4.522
H -3.041 2.345 3.161
H -4.660 3.029 3.402
H -2.949 5.194 -0.119
H -4.412 4.287 0.211
H -4.124 1.516 1.292
H -3.458 0.510 -0.016
H -4.731 1.711 -0.369
*
```


[2]
C37H30BrClN7O2STi as an isolated structure. Source: OMol25; level of theory: ωB97M-V/def2-TZVPD.

As for the relative energy (zero: lowest compared OMol25 entry of this formula, charge and spin): 0.00 kcal per mole. The value obtained for the max |F| is 0.6 eV/Å. As for the HOMO-LUMO gap: 7.81 eV. The calculation puts the LUMO energy at -0.086 Ha.

Geometry as ORCA input:
```
! wB97M-V def2-TZVPD RIJCOSX def2/J DEFGRID3
* xyz 1 1
Ti -0.061 0.043 0.281
O -1.301 -0.910 -0.734
C -2.606 -1.159 -0.825
C -3.070 -2.009 -1.829
C -4.415 -2.289 -1.951
C -5.335 -1.724 -1.069
C -4.882 -0.873 -0.082
C -3.525 -0.569 0.055
C -3.069 0.370 1.087
N -1.815 0.676 1.389
C -1.853 1.620 2.392
C -3.144 1.894 2.697
N -3.899 1.097 1.865
H -2.345 -2.440 -2.509
H -4.752 -2.955 -2.735
H -6.389 -1.948 -1.155
H -5.603 -0.445 0.605
H -0.954 2.018 2.825
H -3.583 2.559 3.419
H -4.903 1.073 1.830
O 0.783 1.533 1.085
C 2.004 2.050 1.277
C 2.116 3.373 1.710
C 3.354 3.961 1.876
C 4.514 3.238 1.612
C 4.408 1.926 1.197
C 3.164 1.311 1.033
C 3.068 -0.091 0.635
N 1.969 -0.770 0.338
C 2.362 -2.067 0.071
C 3.705 -2.168 0.200
N 4.137 -0.913 0.556
H 1.204 3.921 1.917
H 3.417 4.988 2.212
H 5.487 3.691 1.731
H 5.317 1.376 0.987
H 1.663 -2.838 -0.193
H 4.375 -2.999 0.074
H 5.084 -0.658 0.770
N 1.480 2.625 -1.737
C 1.503 1.427 -2.357
N 0.950 0.332 -1.904
C 1.117 -0.710 -2.836
C 0.658 -2.020 -2.722
C 0.928 -2.925 -3.734
C 1.646 -2.551 -4.870
C 2.103 -1.253 -5.005
C 1.829 -0.355 -3.984
S 2.275 1.322 -3.913
H 1.156 2.657 -0.784
H 2.135 3.332 -2.022
H 0.082 -2.320 -1.861
H 0.569 -3.941 -3.641
H 1.843 -3.275 -5.649
H 2.655 -0.943 -5.882
Cl 1.840 0.535 7.138
C 1.253 -0.066 5.619
C 2.149 -0.525 4.666
C 1.673 -0.987 3.451
C 0.309 -0.988 3.144
C -0.210 -1.434 1.816
C -0.564 -0.577 4.152
C -0.109 -0.112 5.375
H 3.209 -0.533 4.885
H 2.382 -1.390 2.740
H -1.259 -1.721 1.888
H 0.340 -2.302 1.449
H -1.632 -0.631 3.976
H -0.803 0.203 6.142
Br -2.385 5.775 -0.161
C -2.186 4.111 -1.018
C -2.779 3.860 -2.243
C -2.577 2.613 -2.813
C -1.804 1.681 -2.142
N -1.244 1.928 -0.957
C -1.430 3.126 -0.409
H -3.378 4.614 -2.735
H -3.015 2.364 -3.770
H -1.620 0.701 -2.562
H -0.955 3.304 0.548
*
```


[3]
One molecule with the formula C5H8N2. Source: OMol25; level of theory: ωB97M-V/def2-TZVPD.

As for the relative energy (zero: lowest compared OMol25 entry of this formula, charge and spin): 14.03 kcal per mole. The value obtained for the max |F| is 0.8 eV/Å. As for the HOMO-LUMO gap: 9.81 eV. The calculation puts the LUMO energy at 0.037 Ha.

Geometry as ORCA input:
```
! wB97M-V def2-TZVPD RIJCOSX def2/J DEFGRID3
* xyz 0 1
C 0.217 -1.551 -0.767
C 0.531 -0.116 -1.267
N 0.021 0.743 -0.219
C 0.686 0.961 0.963
C -0.287 1.112 1.907
N -1.537 0.924 1.356
C -1.304 0.677 0.095
H -0.657 -2.011 -1.237
H 1.083 -2.205 -0.849
H -0.020 -1.494 0.309
H 0.091 0.257 -2.206
H 1.609 0.038 -1.389
H 1.767 0.946 1.001
H -0.166 1.374 2.946
H -2.033 0.346 -0.641
*
```


Q: Number 3 is which compound?
A: C5H8N2


Q: Number 1 is which compound?
A: C23H36GeN3O4RuSSe